Record 1
19
Properties=species:S:1:pos:R:3:forces:R:3 method="wB97M-V/def2-TZVPD" spin_multiplicity=1 smiles="C=Cc1ncccc1OP(=O)([O-])[O-]" lumo_ha=0.2163 largest_force_ev_per_a=1.48 homo_ev=-0.2751 total_charge=-2 orbital_gap_ev=6.16
C 0.970407 1.019917 1.048881 -0.12 0.00 -0.03
C 0.748459 0.491427 2.297785 0.00 -0.13 -0.01
C 0.502652 0.337440 -0.099307 -0.14 -0.76 1.26
C 0.065728 -0.717106 2.408734 -0.07 -0.14 0.33
C -0.283120 -0.838232 0.149435 0.39 0.64 0.33
C -1.231910 -2.807714 -0.983650 -0.13 -0.06 -0.03
C -0.926224 -1.511746 -0.966995 0.24 -0.26 -0.51
N -0.448530 -1.353874 1.370573 -0.05 -0.10 0.04
O 1.185459 2.606484 -3.064880 0.23 -0.13 -0.11
O 0.695095 3.306456 -0.652938 0.17 0.00 0.28
O 0.832188 0.685636 -1.284598 0.03 0.64 -1.01
O -1.121142 2.151585 -2.037292 -0.46 0.02 -0.03
P 0.333745 2.456510 -1.841002 -0.08 -0.02 -0.42
H 1.460713 1.966029 0.886600 0.09 0.11 -0.06
H 1.105587 1.001687 3.187742 0.00 -0.03 0.01
H -1.073538 -0.879882 -1.832031 -0.07 0.07 -0.16
H -0.096282 -1.190446 3.375925 0.02 0.09 0.06
H -1.689900 -3.291641 -1.835819 -0.08 0.11 -0.15
H -1.029387 -3.432531 -0.127162 0.04 -0.05 0.20


Record 2
14
Properties=species:S:1:pos:R:3:forces:R:3 method="wB97M-V/def2-TZVPD" spin_multiplicity=1 lumo_ha=-0.0377 largest_force_ev_per_a=12.79 homo_ev=-8.6585 orbital_gap_ev=7.63
C -0.316391 -0.971501 -1.679764 -1.56 3.96 -0.56
C 0.336413 -0.290951 -0.618890 1.86 -5.11 -3.99
C 1.672178 -1.113243 -0.440195 1.94 -0.97 7.33
C -0.002711 0.685715 0.350464 2.37 -0.01 3.37
C 0.769974 0.868052 1.554268 -1.88 -1.63 -3.70
C -1.298685 1.191044 0.257668 -12.18 1.56 3.61
C -2.694862 1.238190 0.663018 7.99 2.69 -2.26
H -1.317157 -0.544524 -2.476369 3.04 -1.50 3.33
H 0.228551 -1.822690 -2.058747 -0.19 0.06 -0.40
H 2.082575 -1.913911 -1.204405 -0.95 1.94 1.18
H 0.264347 1.541204 2.175861 -0.13 0.90 1.31
H 1.613373 0.162482 1.784488 -0.88 1.50 -0.30
H -3.602439 2.118733 0.892997 3.06 -3.03 -1.07
O 2.264835 -1.148600 0.799605 -2.48 -0.35 -7.84


Record 3
14
Properties=species:S:1:pos:R:3:forces:R:3 method="wB97M-V/def2-TZVPD" spin_multiplicity=1 smiles="O=C1[C@H]2C=C[C@@H]1C=C2" lumo_ha=0.0129 largest_force_ev_per_a=7.04 homo_ev=-9.2340 orbital_gap_ev=9.58
C -1.319040 -0.446592 -0.315909 -5.34 0.80 -0.23
C -0.591298 -0.343977 1.082533 1.74 0.29 -3.95
C -0.190235 1.188021 0.916767 0.01 0.98 -3.65
C 0.116003 1.412719 -0.442355 0.39 -2.16 1.48
C 0.003060 -0.021640 -1.165078 0.91 2.70 -3.09
C 1.211200 -0.858858 -0.639920 -1.47 -0.47 2.29
C 0.579216 -1.223326 0.545864 5.01 -1.38 3.50
H -1.012860 -0.790875 1.930790 -0.93 0.06 1.13
H -0.357594 2.131606 1.484811 0.12 -1.50 0.45
H 0.598782 2.281051 -0.994051 -1.18 -1.00 1.12
H 0.024454 0.066157 -2.361057 -0.67 -0.20 2.77
H 2.419495 -0.952840 -1.004907 -4.23 -0.07 0.85
H 1.115335 -1.916471 1.475324 -1.40 1.91 -2.96
O -2.596520 -0.524977 -0.512809 7.04 0.03 0.29


Record 4
20
Properties=species:S:1:pos:R:3:forces:R:3 method="wB97M-V/def2-TZVPD" spin_multiplicity=5 lumo_ha="-0.4809 / -0.6298" largest_force_ev_per_a=9.62 homo_ev="-21.6917 / -21.6360" s_squared=6.01 total_charge=+3 orbital_gap_ev="8.61 / 4.50"
O -0.316855 -0.040437 -6.241960 -0.18 0.03 2.03
C -0.402819 -0.025141 -5.112354 0.18 -0.03 -1.84
Rh -0.342547 0.043988 -0.555991 -0.51 0.14 0.85
O 1.585915 -2.367961 -1.528301 -4.57 5.68 1.23
C 0.858440 -1.464774 -1.314475 5.73 -7.35 -1.91
C -1.547444 1.521895 -1.292645 -5.83 7.27 -2.40
O -2.270573 2.414054 -1.523523 4.18 -5.18 1.30
C -1.847189 -1.180797 -1.352933 -5.28 -4.29 -1.03
O -2.746785 -1.885798 -1.498961 3.88 3.05 0.47
C 1.146955 1.217640 -1.375319 6.22 4.83 -1.85
O 2.059435 1.912395 -1.551130 -4.46 -3.39 0.78
C -0.788772 0.027126 3.267000 -1.19 0.00 -0.06
S -0.093738 -0.433837 1.637422 0.45 -0.38 2.83
C 1.628424 -0.058619 1.878422 -0.31 0.83 0.76
H -1.883351 0.142438 3.157810 0.47 -0.14 0.06
H -0.321706 0.952754 3.629370 0.16 -0.14 -0.28
H -0.560518 -0.828958 3.929720 0.03 0.08 -0.23
H 1.770207 1.041797 1.911674 -0.11 -0.38 0.14
H 1.896259 -0.499513 2.844597 0.15 0.01 0.07
H 2.176663 -0.488252 1.091575 0.96 -0.63 -0.92


Record 5
17
Properties=species:S:1:pos:R:3:forces:R:3 method="wB97M-V/def2-TZVPD" spin_multiplicity=1 lumo_ha="-0.0009 / -0.0357" largest_force_ev_per_a=0.90 homo_ev="-8.9265 / -7.7547" orbital_gap_ev="8.90 / 6.78"
C 0.674392 0.051015 -2.115347 -0.81 0.37 -0.09
C 1.982339 -0.364790 -1.643720 0.33 -0.09 0.07
C -0.398860 0.502986 -1.461896 0.28 0.04 0.06
C 2.278424 -0.925974 -0.490847 0.13 0.09 -0.26
C -0.532872 0.767105 0.014444 -0.56 0.10 -0.21
C -0.994631 -0.403075 0.825762 0.11 -0.30 -0.47
C -0.502041 -0.630908 2.198232 -0.09 -0.08 0.21
F 0.653832 1.242402 0.541760 0.52 0.12 0.19
Br 3.875605 -1.539396 0.175111 -0.13 0.01 0.10
I -2.028088 -1.928550 -0.133623 0.06 0.16 0.25
H 0.581450 0.004349 -3.193391 -0.05 -0.01 -0.08
H 2.766656 -0.229954 -2.395162 0.09 -0.15 0.27
H -1.282856 0.761279 -2.029355 0.01 -0.08 -0.12
H -1.243142 1.605960 0.144975 0.07 -0.18 -0.05
H 0.256465 -1.419330 2.216708 0.06 0.00 0.03
H -1.306470 -0.948692 2.863756 -0.03 -0.01 0.04
H -0.049939 0.279435 2.586928 0.02 0.01 0.05


Record 6
21
Properties=species:S:1:pos:R:3:forces:R:3 method="wB97M-V/def2-TZVPD" spin_multiplicity=1 lumo_ha=-0.2218 largest_force_ev_per_a=5.94 homo_ev=-14.1624 total_charge=+1 orbital_gap_ev=8.13
C 0.883610 2.230940 1.728567 -3.71 -4.63 -0.34
C -0.165785 1.554383 2.284361 0.32 0.91 -0.52
C 1.250398 1.597473 0.438144 0.26 0.28 -1.12
C -0.584886 0.493744 1.328291 1.67 1.13 -0.46
C -0.647322 0.373497 -1.779903 0.16 1.26 -2.85
C -0.740505 -0.463345 -2.978471 1.04 -2.76 -1.11
C 1.074307 -2.465311 0.791866 2.19 -1.38 -0.53
N 0.233462 0.538424 0.283207 -0.35 -0.46 -0.55
O 2.096928 1.856754 -0.357624 -0.94 -0.55 0.74
O -1.538926 -0.285706 1.509625 -1.38 1.47 1.74
O -1.058508 1.456096 -1.638799 -1.27 2.44 0.28
O 0.258339 -1.889842 1.426728 -1.00 0.33 0.72
O 0.022555 -0.252351 -0.845510 2.84 -1.08 3.81
Br -1.775401 -1.873889 -2.159845 -1.15 -1.56 -0.05
H 1.374269 3.009249 2.076455 2.25 3.59 1.68
H -0.796257 1.749120 3.172754 0.84 -0.08 -0.54
H -1.404375 -0.120854 -3.765307 0.53 0.59 0.05
H 0.207715 -1.050197 -3.353145 -1.69 1.84 0.75
H 2.095723 -2.654389 1.204706 -0.37 0.09 -0.16
H 0.901148 -2.862601 -0.219821 -0.24 0.05 -0.06
H -1.686490 -0.941195 0.853722 0.00 -1.49 -1.47


Record 7
17
Properties=species:S:1:pos:R:3:forces:R:3 method="wB97M-V/def2-TZVPD" spin_multiplicity=1 smiles=BrC1(c2ccco2)COC1 lumo_ha=0.0219 largest_force_ev_per_a=4.23 homo_ev=-8.8238 orbital_gap_ev=9.42
C -1.950319 -1.771820 0.414811 -0.55 0.18 -0.34
C -1.002378 -0.886411 0.931623 0.39 -1.00 -2.57
C -1.784272 -1.730072 -0.925897 -1.58 -1.52 1.99
C -0.231354 -0.511763 -0.132276 0.93 1.20 1.78
C 1.129939 1.466428 -1.057947 0.85 1.36 -0.42
C 1.109058 1.540948 1.014322 -2.85 -2.65 -1.64
C 1.046789 0.261622 -0.126063 -0.36 1.49 1.69
O -0.780231 -0.996366 -1.272096 2.35 1.35 -0.73
O 0.760003 2.411700 -0.018179 1.31 0.40 -1.26
Br 2.719137 -0.833255 -0.005944 -0.84 0.23 -0.29
H -2.589632 -2.332043 1.064590 -0.57 -0.22 -0.37
H -1.040306 -0.832405 1.941393 1.09 1.10 2.89
H -2.287070 -2.278136 -1.628422 -0.98 -0.92 -1.97
H 2.169034 1.577607 -1.481454 -0.88 0.22 0.60
H 0.408642 1.699058 -1.821112 -0.29 -0.93 -0.75
H 0.250172 1.594602 1.685466 0.59 -0.55 0.72
H 2.072782 1.620305 1.417184 1.39 0.27 0.67


Record 8
35
Properties=species:S:1:pos:R:3:forces:R:3 method="wB97M-V/def2-TZVPD" spin_multiplicity=1 smiles=ClC(Cl)Cl.ClC(Cl)Cl.ClC(Cl)Cl.ClC(Cl)Cl.ClC(Cl)Cl.ClC(Cl)Cl.ClC(Cl)Cl lumo_ha=0.0064 largest_force_ev_per_a=2.63 homo_ev=-10.9653 orbital_gap_ev=11.14
C -1.073226 -0.975386 -5.415004 0.99 0.29 -0.58
Cl -1.031181 -1.243075 -7.132246 0.14 -0.60 -1.08
Cl -2.507320 -0.039339 -5.127472 -0.29 0.30 0.91
Cl 0.468638 -0.097388 -5.024203 -0.89 -0.44 0.46
H -1.100014 -1.958699 -4.945458 0.05 0.47 0.35
C -4.518326 0.377906 -1.988968 -0.56 -0.15 -0.21
Cl -5.079016 1.860035 -2.758946 0.41 0.30 -0.04
Cl -5.323180 -0.959281 -2.860752 0.35 -0.05 0.49
Cl -4.938660 0.431772 -0.272698 0.12 -0.26 -0.11
H -3.438749 0.252273 -2.071552 -0.25 0.14 -0.14
C -1.401847 2.639533 4.942037 0.13 0.36 -0.56
Cl -0.952639 0.921285 4.767057 -0.24 0.64 0.52
Cl -2.594673 3.039793 6.177773 -0.09 -0.55 -0.03
Cl -1.968747 3.211323 3.340023 0.16 -0.01 0.40
H -0.540680 3.241543 5.231998 0.08 -0.46 -0.37
C 1.935714 -4.880566 -1.176806 0.16 -0.61 -0.35
Cl 2.128975 -5.436973 -2.863553 -0.15 0.24 0.34
Cl 2.061681 -6.363476 -0.114378 -0.56 1.15 -0.43
Cl 0.450036 -3.867880 -1.034021 1.11 -1.04 0.30
H 2.825345 -4.291933 -0.952850 -0.48 0.09 0.13
C 2.619301 -3.006248 3.721183 -0.11 0.11 0.64
Cl 3.792599 -1.714104 3.288665 -0.98 -0.38 -0.14
Cl 2.431671 -4.256154 2.475409 -0.10 0.74 0.22
Cl 0.968165 -2.371335 4.323065 1.82 -0.53 -0.77
H 3.131508 -3.498480 4.547898 -0.65 0.12 0.05
C 2.604154 5.442827 0.393421 0.61 -0.38 -0.34
Cl 3.292596 4.950238 1.917312 0.07 -0.15 0.65
Cl 0.843966 5.554182 0.510672 0.40 -0.27 -0.41
Cl 3.268322 4.265159 -0.863550 -0.89 1.16 0.60
H 2.999063 6.443543 0.218148 -0.17 -0.35 -0.50
C 0.072102 0.497782 -0.251831 0.00 2.09 1.48
Cl -0.677977 -0.792274 -1.004000 -0.66 -2.17 -1.33
Cl 1.171299 1.420207 -1.272734 -0.02 -0.15 -0.10
Cl 0.869298 0.079106 1.292117 -0.14 -0.09 -0.36
H -0.788197 1.124082 -0.015758 0.64 0.46 0.32


The evaluated energy relative to the best compared isomer or geometry (same formula, charge and spin) for the records listed, in turn: 0.0, 187.5, 95.9, 28.7, 79.2, 0.0, 54.1, 33.9 kcal per mole.